Density functional theory data (wB97M-V/def2-TZVPD) for a 3-piece molecular cluster, C15H28O8S2 overall.

```
53
Properties=species:S:1:pos:R:3:forces:R:3:mulliken_charge:R:1
C 0.6582 -1.5494 4.3486 -0.1 0.1 -0.1 -1.095
C -0.8692 -1.3896 4.4489 0.3 0.0 -0.1 -0.121
C -1.3853 -0.7344 3.1765 0.1 0.0 0.0 -0.494
O -2.7802 -0.8772 2.9054 0.0 -0.1 0.0 -0.338
C -3.6302 -0.9467 4.0117 0.1 0.1 -0.2 -0.667
C -5.0502 -0.7867 3.5375 -0.4 -0.1 -0.2 0.212
C -6.0489 -0.8394 4.7070 0.0 0.3 -0.1 -0.469
O -6.8099 -2.0205 4.4695 0.3 -0.1 0.4 -0.344
C -6.1844 -2.7427 3.5018 -0.2 0.5 0.0 0.646
O -6.3053 -3.9076 3.3532 -0.2 -0.5 -0.3 -0.511
O -5.4443 -1.9152 2.7335 0.5 -0.1 0.3 -0.366
H 1.1453 -1.3626 5.3036 0.0 -0.1 0.0 0.349
H 1.0722 -0.8466 3.6223 0.0 0.0 0.1 0.184
H 0.9201 -2.5526 4.0139 0.0 0.0 0.0 0.316
H -1.3243 -2.3723 4.5743 -0.1 0.0 0.1 0.257
H -1.0951 -0.7765 5.3228 -0.2 -0.1 0.0 0.286
H -0.8776 -1.1856 2.3247 -0.1 0.0 -0.1 0.292
H -1.1165 0.3265 3.1683 0.0 0.0 0.1 0.283
H -3.5522 -1.9153 4.5238 0.0 0.0 0.1 0.251
H -3.4202 -0.1482 4.7381 0.0 0.0 0.1 0.347
H -5.1593 0.0934 2.9086 0.1 0.1 0.0 0.408
H -5.5305 -0.9274 5.6640 0.0 -0.1 0.0 0.279
H -6.7103 0.0228 4.7461 -0.1 0.0 -0.1 0.323
C 0.2184 1.5753 -1.6542 -0.1 0.0 0.1 -0.632
C 0.4654 3.0507 -1.3136 0.0 0.0 0.0 -0.606
C 0.8081 3.1239 0.1759 -0.1 0.1 -0.1 -0.708
S 1.5494 1.5374 0.5807 0.2 -0.1 0.0 1.025
O 0.6706 0.8491 1.5002 0.1 0.0 0.0 -0.558
O 2.9377 1.7172 0.9215 0.0 0.0 0.1 -0.701
C 1.3832 0.7971 -1.0419 -0.3 0.3 0.0 -0.557
H 0.1530 1.4196 -2.7263 0.0 -0.1 0.0 0.358
H -0.7209 1.2453 -1.2031 0.0 0.0 0.0 0.331
H 1.2984 3.4263 -1.9117 0.0 0.0 0.0 0.268
H -0.4042 3.6677 -1.5374 0.0 0.0 0.0 0.367
H 1.5197 3.9049 0.4308 0.0 0.0 0.0 0.365
H -0.0829 3.2184 0.7938 0.0 0.0 0.0 0.340
H 1.1906 -0.2660 -0.9241 0.1 0.0 0.1 0.491
H 2.3112 0.9572 -1.5842 0.0 0.0 0.1 0.150
C 4.5928 0.4306 -6.3707 0.0 0.0 0.0 -0.608
C 3.8429 -0.9019 -6.5058 0.0 0.0 0.0 -0.593
C 3.4049 -1.3248 -5.0985 0.1 -0.1 -0.1 -0.739
S 3.1994 0.2000 -4.1649 0.1 -0.1 -0.4 1.272
O 4.1634 0.2353 -3.0960 -0.1 0.0 0.1 -0.702
O 1.7999 0.4144 -3.8921 0.0 0.0 -0.1 -0.618
C 3.7293 1.3067 -5.4692 0.1 0.0 -0.1 -0.775
H 4.7593 0.9027 -7.3376 0.0 0.0 0.0 0.351
H 5.5667 0.2674 -5.9048 0.0 0.0 0.0 0.300
H 2.9654 -0.7649 -7.1403 0.0 0.0 0.0 0.295
H 4.4631 -1.6698 -6.9648 0.0 0.0 0.0 0.325
H 2.4574 -1.8570 -5.0833 0.0 0.0 0.1 0.366
H 4.1676 -1.9076 -4.5855 0.0 0.0 0.0 0.380
H 4.2561 2.1437 -5.0167 0.0 0.0 0.1 0.402
H 2.8322 1.6548 -5.9802 0.0 0.0 0.0 0.385
```
Forces are in eV/Å.

Values from the calculation:
- Total charge: 0
- LUMO energy: 0.46 eV
- Spin multiplicity: 1
- HOMO-LUMO gap: 10.02 eV
- Calculated total energy: -1986.61271 Eh